Record 1
# C29H39N2O2Rh

C29H39N2O2Rh as an isolated structure (ωB97M-V/def2-TZVPD, the OMol25 dataset).

The relative energy (zero: lowest compared OMol25 entry of this formula, charge and spin) comes out at 7.2 kJ/mol. The charge is +2. For the LUMO energy, the calculation gives -0.257 Eh.

```
73
Properties=species:S:1:pos:R:3:forces:R:3
Rh 1.0224 0.1992 1.7598 -0.1 0.1 0.2
C 2.9953 -2.8747 3.4607 0.0 0.0 0.0
C 1.5489 -2.5944 3.8427 0.0 0.0 0.1
C 1.2602 -2.9814 5.3029 0.0 0.0 0.0
C 1.1455 -1.1532 3.6677 -0.2 0.0 -0.2
C 2.0231 -0.0676 3.7917 0.0 0.0 0.0
C 1.5649 1.2704 3.6925 0.1 0.0 0.1
C 0.2001 1.5641 3.5191 0.0 0.1 0.0
C -0.3031 2.9708 3.5264 0.0 0.0 0.0
C -0.6825 0.4737 3.2915 0.1 -0.1 0.0
C -0.2176 -0.8426 3.3769 0.1 0.0 0.0
H 3.1874 -3.9453 3.5084 0.0 0.0 0.0
H 3.6907 -2.4012 4.1557 0.0 0.0 0.0
H 3.2290 -2.5282 2.4510 0.0 0.0 0.0
H 0.8777 -3.1824 3.2089 0.0 0.0 0.0
H 1.8945 -2.4109 5.9835 0.0 0.0 0.0
H 1.4723 -4.0393 5.4501 0.0 0.0 0.0
H 0.2188 -2.8021 5.5748 0.0 0.0 0.0
H 3.0853 -0.2453 3.8942 0.0 0.0 0.0
H 2.2830 2.0762 3.7733 0.0 0.0 0.0
H -1.3764 3.0134 3.3577 0.0 0.0 0.0
H 0.1942 3.5826 2.7761 0.0 0.0 0.0
H -0.0851 3.4197 4.4971 0.0 0.0 0.0
H -1.7230 0.6659 3.0661 0.0 0.0 0.0
H -0.9042 -1.6579 3.1786 0.0 0.0 0.0
C 0.2177 4.6983 -3.4969 0.0 0.0 0.0
C -0.9937 4.1040 -2.7600 0.0 0.0 0.0
C -1.7965 5.2292 -2.0861 0.0 0.0 0.0
C -1.8886 3.3869 -3.7696 0.0 0.0 0.0
C -0.4896 3.1649 -1.6785 0.0 0.0 0.0
C 0.3590 3.6361 -0.6722 0.0 0.0 0.0
C 0.8023 2.7891 0.3148 0.0 0.0 0.0
N 0.4356 1.5042 0.3512 0.1 0.0 -0.1
C -0.3036 0.9933 -0.6500 0.0 0.0 0.0
C -0.7983 1.8064 -1.6496 0.0 0.0 0.0
C -0.3772 -0.4758 -0.6475 0.0 0.0 0.1
C -0.9938 -1.2423 -1.6066 0.0 0.0 0.0
C -0.8456 -2.6341 -1.6173 0.0 0.0 0.0
C -0.0371 -3.1834 -0.6272 0.0 0.0 0.0
C 0.5413 -2.3698 0.3279 0.0 0.0 0.0
N 0.3515 -1.0526 0.3334 0.0 0.0 0.0
C -1.5215 -3.4623 -2.6968 0.0 0.0 0.0
C -0.9710 -3.0163 -4.0620 0.0 0.0 0.0
C -3.0360 -3.2086 -2.6376 0.0 0.0 0.0
C -1.2592 -4.9568 -2.5169 0.0 0.0 0.0
H -0.1344 5.3668 -4.2823 0.0 0.0 0.0
H 0.8214 3.9174 -3.9617 0.0 0.0 0.0
H 0.8586 5.2807 -2.8344 0.0 0.0 0.0
H -2.1586 5.9184 -2.8487 0.0 0.0 0.0
H -1.1880 5.8028 -1.3862 0.0 0.0 0.0
H -2.6616 4.8339 -1.5506 0.0 0.0 0.0
H -2.2332 4.1051 -4.5124 0.0 0.0 0.0
H -2.7759 2.9580 -3.2986 0.0 0.0 0.0
H -1.3515 2.6013 -4.3052 0.0 0.0 0.0
H 0.6896 4.6648 -0.6579 0.0 0.0 0.0
H 1.4851 3.1190 1.0859 0.0 0.0 0.0
H -1.3957 1.3687 -2.4342 0.0 0.0 0.0
H -1.5717 -0.7571 -2.3794 0.0 0.0 0.0
H 0.1566 -4.2445 -0.5857 0.0 0.0 0.0
H 1.1808 -2.7702 1.1019 0.0 0.0 0.0
H -1.1848 -1.9666 -4.2683 0.0 0.0 0.0
H -1.4400 -3.6080 -4.8480 0.0 0.0 0.0
H 0.1078 -3.1661 -4.1221 0.0 0.0 0.0
H -3.2874 -2.1609 -2.8086 0.0 0.0 0.0
H -3.4516 -3.5113 -1.6750 0.0 0.0 0.0
H -3.5285 -3.7929 -3.4145 0.0 0.0 0.0
H -0.1982 -5.1990 -2.6018 0.0 0.0 0.0
H -1.7787 -5.5064 -3.3008 0.0 0.0 0.0
H -1.6324 -5.3245 -1.5589 0.0 0.0 0.0
O 2.3966 0.1005 -1.1861 0.0 0.0 0.0
C 3.1617 0.2115 -0.2643 0.0 -0.1 0.1
O 2.8626 0.2789 1.0234 0.0 0.0 -0.1
H 4.2547 0.2600 -0.3857 0.0 0.0 0.0
```
Positions in Å, forces in eV/Å.

***

Record 2
# C29H39N3OV

C29H39N3OV as an isolated structure (ωB97M-V/def2-TZVPD, the OMol25 dataset).

The relative energy (zero: lowest compared OMol25 entry of this formula, charge and spin) comes out at 6.3 kJ/mol. As for the expectation value of S²: 3.766. The spin multiplicity is 4. For the LUMO energy (spin up / spin down), the calculation gives 0.016 / 0.010 Eh.

```
73
Properties=species:S:1:pos:R:3:forces:R:3
V 0.0190 -0.7391 0.2453 0.1 -0.1 -0.1
O -2.8956 -3.1833 1.9948 0.0 -0.1 0.0
C -2.0573 -2.5985 1.3092 0.0 0.2 0.1
N -1.4789 -1.4180 1.5216 0.0 0.0 -0.2
C -1.4022 -0.9512 2.8782 0.0 -0.1 0.0
C 0.0687 -0.8896 3.2484 0.0 0.1 0.0
C 0.4938 -0.7732 4.5668 0.0 0.0 0.0
C 1.8457 -0.7817 4.8495 0.0 0.0 0.0
C 2.7507 -0.9086 3.8031 0.0 0.0 0.0
C 2.2554 -0.9892 2.5190 0.0 0.0 -0.1
N 0.9481 -0.9676 2.2365 -0.1 0.0 0.0
C -1.4219 -3.3360 0.1438 0.0 -0.1 0.1
C -1.9475 -4.5383 -0.3016 0.0 0.1 0.0
C -1.2007 -5.3166 -1.1656 0.0 0.0 0.0
C 0.0668 -4.8825 -1.5262 0.0 0.0 0.0
C 0.5067 -3.6603 -1.0566 0.1 0.0 0.0
N -0.2255 -2.8773 -0.2626 -0.1 0.0 0.1
H -1.9287 -1.6258 3.5632 0.0 0.0 0.0
H -1.8501 0.0415 3.0087 0.0 0.0 0.0
H -0.2428 -0.6969 5.3556 0.0 0.0 0.0
H 2.1938 -0.7034 5.8707 0.0 0.0 0.0
H 3.8166 -0.9341 3.9773 0.0 0.0 0.0
H 2.9203 -1.0634 1.6665 0.0 0.0 0.0
H -2.9114 -4.8427 0.0797 0.0 0.0 0.0
H -1.5825 -6.2619 -1.5280 0.0 0.0 0.0
H 0.7068 -5.4755 -2.1634 0.0 0.0 0.0
H 1.4857 -3.2851 -1.3201 0.0 0.0 0.0
C -0.9140 0.4617 -1.5070 0.0 0.0 0.0
C -0.7583 1.3712 -0.4148 0.0 -0.1 0.0
C 0.6562 1.4926 -0.1825 -0.1 0.0 0.0
C 1.3047 0.6486 -1.1428 -0.1 0.0 0.0
C 0.3431 0.0493 -1.9833 0.1 0.0 0.1
C 0.6025 -0.5886 -3.3342 0.0 0.0 0.0
C -0.4642 -1.6257 -3.6912 0.0 0.0 0.0
C 0.5265 0.5456 -4.3716 0.0 0.0 0.0
C 1.9999 -1.2022 -3.4201 0.0 0.0 0.0
C 1.4721 2.4752 0.6717 0.0 0.0 0.0
C 1.2524 2.3607 2.1890 0.0 0.0 0.0
C 2.9760 2.2595 0.4513 0.0 0.0 0.0
C 1.1704 3.9048 0.1971 0.0 0.0 0.0
C -2.0085 2.1273 0.0637 0.0 0.0 0.0
C -1.9625 2.7046 1.4779 0.0 0.0 0.0
C -3.2409 1.2079 0.0193 0.0 0.0 0.0
C -2.2535 3.2818 -0.9242 0.0 0.0 0.0
H -1.8575 0.1829 -1.9469 0.0 0.0 0.0
H 2.3708 0.5544 -1.2620 0.0 0.0 0.0
H -1.4557 -1.1728 -3.7129 0.0 0.0 0.0
H -0.4890 -2.4510 -2.9822 0.0 0.0 0.0
H -0.2673 -2.0349 -4.6844 0.0 0.0 0.0
H -0.4595 1.0109 -4.3597 0.0 0.0 0.0
H 0.7154 0.1583 -5.3753 0.0 0.0 0.0
H 1.2667 1.3168 -4.1530 0.0 0.0 0.0
H 2.1539 -1.9768 -2.6723 0.0 0.0 0.0
H 2.7695 -0.4431 -3.2786 0.0 0.0 0.0
H 2.1522 -1.6471 -4.4053 0.0 0.0 0.0
H 1.8191 1.5243 2.5934 0.0 0.0 0.0
H 0.2146 2.2186 2.4639 0.0 0.0 0.0
H 1.6145 3.2664 2.6816 0.0 0.0 0.0
H 3.2763 1.2412 0.7027 0.0 0.0 0.0
H 3.5297 2.9395 1.1019 0.0 0.0 0.0
H 3.2713 2.4657 -0.5778 0.0 0.0 0.0
H 0.1523 4.2105 0.4195 0.0 0.0 0.0
H 1.3143 3.9817 -0.8820 0.0 0.0 0.0
H 1.8455 4.6108 0.6857 0.0 0.0 0.0
H -1.8291 1.9192 2.2211 0.0 0.0 0.0
H -2.9167 3.1936 1.6853 0.0 0.0 0.0
H -1.1830 3.4477 1.6160 0.0 0.0 0.0
H -3.0877 0.3098 0.6177 0.0 0.0 0.0
H -3.4887 0.9018 -0.9951 0.0 0.0 0.0
H -4.1058 1.7477 0.4104 0.0 0.0 0.0
H -1.4250 3.9895 -0.9336 0.0 0.0 0.0
H -3.1631 3.8227 -0.6530 0.0 0.0 0.0
H -2.3732 2.8958 -1.9370 0.0 0.0 0.0
```
Positions in Å, forces in eV/Å.

***

Record 3
# C29H40AsGe2LiN2Se

C29H40AsGe2LiN2Se as an isolated structure (ωB97M-V/def2-TZVPD, the OMol25 dataset).

The relative energy (zero: lowest compared OMol25 entry of this formula, charge and spin) comes out at 36.0 kJ/mol. The charge is +1. As for the expectation value of S²: 0.756. The spin multiplicity is 2. For the LUMO energy (spin up / spin down), the calculation gives -0.074 / -0.149 Eh.

```
76
Properties=species:S:1:pos:R:3:forces:R:3
Li -0.0919 0.0842 0.5232 0.2 0.2 0.3
C -3.1276 -1.2795 -3.1917 0.0 0.0 -0.1
Ge -3.5275 -1.7143 -1.3379 0.3 0.2 0.1
C -4.6438 -3.2970 -1.2199 -0.1 -0.2 0.0
C -4.4670 -0.2386 -0.4748 -0.1 0.0 0.1
Ge -1.4367 -2.1021 -0.1079 -0.4 -0.5 -0.3
C -1.8219 -2.4530 1.7671 0.1 0.2 0.2
C -2.4750 -1.4658 2.5202 0.0 -0.2 0.1
C -2.8306 -1.7001 3.8417 0.0 0.0 0.0
C -2.5341 -2.9250 4.4273 0.0 0.0 0.0
C -1.8839 -3.9114 3.6933 0.0 0.1 0.0
C -1.5199 -3.6771 2.3736 -0.1 0.1 0.1
C -0.3892 -3.5694 -0.8297 0.2 0.0 0.0
C 0.7930 -3.9813 -0.2008 -0.1 -0.1 -0.1
C 1.5385 -5.0345 -0.7152 -0.1 0.1 0.0
C 1.1218 -5.6803 -1.8745 0.0 0.0 0.0
C -0.0381 -5.2708 -2.5189 0.0 0.0 0.0
C -0.7842 -4.2172 -2.0030 0.1 -0.1 0.1
H -4.0264 -0.8827 -3.6697 0.1 0.0 0.0
H -2.8075 -2.1668 -3.7391 0.0 0.1 0.0
H -2.3367 -0.5322 -3.2540 0.0 0.0 0.0
H -5.5820 -3.0660 -1.7307 0.0 -0.1 0.0
H -4.8557 -3.5363 -0.1771 0.0 0.0 -0.1
H -4.1826 -4.1620 -1.6968 0.0 0.0 0.0
H -5.3119 0.0640 -1.0977 0.0 0.0 0.1
H -3.8164 0.6223 -0.3259 -0.1 0.0 0.0
H -4.8480 -0.5585 0.4969 0.0 0.0 0.0
H -2.7285 -0.5136 2.0650 0.0 0.0 0.0
H -3.3417 -0.9344 4.4127 0.0 0.0 0.0
H -2.8129 -3.1130 5.4571 0.0 0.0 0.0
H -1.6620 -4.8681 4.1507 0.0 0.0 0.0
H -1.0211 -4.4558 1.8093 0.0 0.0 0.0
H 1.1265 -3.4846 0.7045 0.0 0.0 0.0
H 2.4406 -5.3611 -0.2093 0.0 0.0 0.0
H 1.7014 -6.5034 -2.2751 0.0 0.0 0.0
H -0.3627 -5.7728 -3.4221 0.0 0.0 0.0
H -1.6868 -3.9096 -2.5196 0.0 0.0 0.0
C -2.7792 3.4519 0.9214 -0.1 -0.1 0.1
As -1.4679 2.2759 0.1219 0.5 0.0 -0.1
C -2.0127 2.4014 -1.7405 0.0 0.0 0.0
C 0.1435 3.4366 0.1077 -0.1 0.2 -0.1
C -0.0808 4.8403 -0.3769 -0.1 -0.1 0.0
C -0.0027 5.1498 -1.7347 0.0 0.0 0.0
C -0.2453 6.4417 -2.1842 0.0 0.0 0.0
C -0.5709 7.4459 -1.2810 0.0 0.0 0.0
C -0.6480 7.1501 0.0743 0.0 0.0 0.0
C -0.4060 5.8573 0.5202 0.0 0.0 0.0
H -2.7446 4.4107 0.4091 0.0 0.0 0.0
H -2.5711 3.5922 1.9797 0.0 0.0 0.0
H -3.7654 3.0058 0.8097 0.0 0.0 0.0
H -2.1377 3.4463 -2.0215 0.0 0.0 0.0
H -2.9557 1.8728 -1.8729 0.0 0.0 0.0
H -1.2586 1.9421 -2.3785 0.0 0.0 0.0
H 0.8749 2.9105 -0.5057 0.0 0.0 0.0
H 0.5154 3.4286 1.1309 0.0 0.0 0.1
H 0.2610 4.3737 -2.4458 0.0 0.0 0.0
H -0.1742 6.6654 -3.2418 0.0 0.0 0.0
H -0.7595 8.4541 -1.6307 0.0 -0.1 0.0
H -0.8930 7.9285 0.7869 0.0 0.0 0.0
H -0.4630 5.6352 1.5812 0.0 0.0 0.0
C 4.3952 -2.4859 -0.7386 0.2 0.2 0.0
N 4.8940 -1.1595 -0.3757 0.0 -0.4 -0.1
C 6.2229 -0.8142 -0.1761 -0.3 -0.2 -0.1
C 6.2436 0.4890 0.1519 -0.2 0.3 0.0
N 4.9263 0.9267 0.1490 0.1 0.3 0.1
C 4.4732 2.2835 0.4479 0.2 -0.2 -0.1
C 4.1057 -0.0886 -0.1754 0.3 0.0 0.2
Se 2.2780 -0.0355 -0.3908 -0.3 0.0 -0.3
H 5.2498 -3.1434 -0.8698 0.0 0.0 0.0
H 3.8226 -2.4303 -1.6604 0.0 0.0 0.0
H 3.7498 -2.8683 0.0476 0.0 0.0 0.0
H 7.0243 -1.5244 -0.2875 -0.1 0.0 0.0
H 7.0665 1.1438 0.3829 -0.1 0.0 0.0
H 5.3460 2.8924 0.6641 0.0 0.0 0.0
H 3.8090 2.2738 1.3073 0.0 0.0 0.1
H 3.9399 2.6934 -0.4056 0.0 0.0 -0.1
```
Positions in Å, forces in eV/Å.